[1]
{
  "formula": "C18H16N4O3",
  "method": "the ωB97M-V functional and the def2-TZVPD basis",
  "total_charge": 0,
  "homo_lumo_gap_ha": 0.337,
  "spin_multiplicity": 1,
  "e_lumo_ha": 0.02604,
  "smiles": "CC1=C(C(=O)OCc2ccccc2)[C@H](c2ccco2)n2ncnc2N1",
  "de_lowest_kcal_mol": 45.3,
  "symbols": ["C", "C", "C", "C", "O", "O", "C", "C", "C", "C", "C", "C", "C", "C", "C", "C", "C", "C", "O", "N", "N", "C", "N", "C", "N", "H", "H", "H", "H", "H", "H", "H", "H", "H", "H", "H", "H", "H", "H", "H", "H"],
  "positions_angstrom": [[-0.775, -2.082, 2.535], [-1.432, -1.520, 1.322], [-0.870, -0.574, 0.523], [0.453, -0.024, 0.807], [1.178, -0.342, 1.723], [0.793, 0.922, -0.095], [2.082, 1.503, 0.077], [3.189, 0.558, -0.312], [4.345, 0.466, 0.450], [5.356, -0.404, 0.080], [5.216, -1.194, -1.048], [4.061, -1.111, -1.807], [3.054, -0.236, -1.443], [-1.610, 0.044, -0.652], [-2.052, 1.439, -0.311], [-1.916, 2.623, -0.970], [-2.546, 3.598, -0.158], [-3.018, 2.931, 0.928], [-2.725, 1.622, 0.846], [-2.759, -0.776, -0.951], [-3.534, -0.666, -2.042], [-4.487, -1.538, -1.831], [-4.385, -2.213, -0.663], [-3.291, -1.703, -0.136], [-2.670, -2.030, 1.032], [0.182, -2.526, 2.272], [-0.557, -1.287, 3.245], [-1.408, -2.829, 3.008], [2.204, 1.815, 1.120], [2.075, 2.384, -0.572], [4.451, 1.073, 1.337], [6.252, -0.469, 0.679], [6.003, -1.877, -1.332], [3.946, -1.728, -2.687], [2.151, -0.168, -2.033], [-0.972, 0.099, -1.542], [-1.429, 2.779, -1.909], [-2.633, 4.646, -0.360], [-3.559, 3.257, 1.794], [-5.282, -1.709, -2.526], [-3.082, -2.753, 1.601]],
  "lowdin_charge": [0.001, -0.200, -0.024, -0.430, 0.111, -0.014, -0.110, -0.206, -0.036, -0.082, -0.093, -0.080, -0.032, -0.121, -0.236, -0.011, -0.055, -0.112, 0.065, -0.024, 0.111, -0.215, 0.130, -0.340, 0.165, 0.098, 0.098, 0.082, 0.132, 0.140, 0.115, 0.102, 0.100, 0.102, 0.115, 0.164, 0.115, 0.100, 0.119, 0.099, 0.157]
}



[2]
{
  "formula": "C18H16N5O4RuS2",
  "method": "the ωB97M-V functional and the def2-TZVPD basis",
  "total_charge": 0,
  "homo_lumo_gap_ha": [0.270, 0.259],
  "spin_multiplicity": 2,
  "e_lumo_ha": [-0.00427, -0.01868],
  "de_lowest_kcal_mol": 18.0,
  "symbols": ["Ru", "O", "C", "O", "C", "C", "C", "C", "C", "N", "C", "O", "O", "H", "H", "H", "N", "N", "C", "N", "S", "H", "H", "H", "H", "H", "C", "C", "C", "C", "C", "C", "C", "C", "C", "S", "C", "N", "H", "H", "H", "H", "H", "H", "H", "H"],
  "positions_angstrom": [[0.535, -0.185, 0.101], [0.616, 3.926, -0.378], [0.392, 2.737, -0.465], [1.065, 1.780, 0.093], [-0.790, 2.247, -1.233], [-1.706, 3.044, -1.896], [-2.806, 2.428, -2.473], [-2.960, 1.049, -2.366], [-1.996, 0.334, -1.681], [-0.935, 0.939, -1.147], [-2.007, -1.143, -1.393], [-2.426, -1.938, -2.241], [-1.483, -1.393, -0.263], [-1.541, 4.111, -1.932], [-3.553, 3.017, -2.988], [-3.811, 0.530, -2.782], [0.698, -2.560, -1.031], [0.331, -2.417, -2.367], [0.620, -1.243, -2.940], [0.072, -1.010, -4.139], [1.694, -0.146, -2.218], [1.561, -3.083, -0.941], [-0.054, -3.002, -0.515], [-0.532, -2.871, -2.648], [-0.721, -1.550, -4.450], [0.214, -0.100, -4.540], [-1.691, 1.565, 1.842], [-0.675, 0.958, 2.751], [-0.776, 1.262, 4.132], [0.047, 0.667, 5.027], [1.026, -0.240, 4.572], [1.870, -0.958, 5.450], [2.799, -1.820, 4.940], [2.956, -1.950, 3.548], [2.153, -1.253, 2.678], [2.375, -1.333, 0.961], [1.135, -0.431, 3.183], [0.266, 0.150, 2.287], [-2.655, 1.623, 2.347], [-1.803, 0.973, 0.944], [-1.389, 2.579, 1.568], [-1.541, 1.957, 4.451], [-0.038, 0.869, 6.089], [1.752, -0.823, 6.518], [3.427, -2.398, 5.604], [3.724, -2.600, 3.147]],
  "lowdin_spin": [0.848, 0.001, 0.003, 0.022, 0.000, 0.000, 0.000, 0.000, 0.000, 0.002, 0.005, 0.007, 0.054, 0.000, 0.000, 0.000, 0.009, -0.002, -0.001, -0.001, -0.009, 0.001, 0.000, 0.000, 0.000, 0.000, 0.000, 0.001, -0.002, 0.001, 0.000, 0.011, -0.001, 0.011, 0.001, 0.043, 0.003, -0.007, 0.000, 0.000, 0.000, 0.000, 0.000, 0.001, 0.000, 0.000]
}



[3]
{
  "formula": "C18H16NO8S2TaTe",
  "method": "the ωB97M-V functional and the def2-TZVPD basis",
  "total_charge": 2,
  "homo_lumo_gap_ha": 0.212,
  "spin_multiplicity": 1,
  "e_lumo_ha": -0.31953,
  "symbols": ["Ta", "O", "S", "O", "O", "C", "C", "C", "C", "C", "C", "S", "O", "O", "O", "H", "H", "H", "H", "C", "Te", "C", "C", "C", "C", "C", "C", "C", "H", "H", "H", "H", "H", "H", "H", "H", "O", "C", "C", "C", "C", "O", "N", "H", "H", "H", "H"],
  "positions_angstrom": [[-0.590, -0.728, 0.672], [1.373, -0.423, 1.049], [1.290, -0.725, 2.576], [2.137, 0.014, 3.411], [-0.223, -0.429, 2.670], [1.584, -2.477, 2.669], [2.534, -2.794, 3.613], [3.000, -4.112, 3.751], [2.528, -5.097, 2.927], [1.551, -4.802, 1.961], [1.072, -3.524, 1.814], [-0.272, -3.390, 0.665], [-0.681, -4.614, 0.123], [0.122, -2.292, -0.370], [-1.273, -2.535, 1.442], [2.942, -2.019, 4.247], [3.743, -4.333, 4.504], [2.891, -6.111, 3.020], [1.154, -5.594, 1.339], [0.777, 0.863, -2.813], [-0.730, 1.174, -1.352], [0.344, 2.944, -0.862], [0.867, 3.307, -2.236], [1.153, 4.632, -2.550], [1.682, 4.942, -3.792], [1.924, 3.937, -4.720], [1.630, 2.619, -4.415], [1.097, 2.301, -3.169], [0.345, 0.276, -3.618], [1.617, 0.324, -2.376], [1.127, 2.701, -0.144], [-0.360, 3.643, -0.420], [0.964, 5.416, -1.828], [1.897, 5.972, -4.040], [2.331, 4.183, -5.692], [1.807, 1.838, -5.143], [-2.498, -1.350, -0.528], [-3.174, -0.571, 0.180], [-4.580, -0.086, 0.059], [-4.618, 1.076, 1.068], [-3.164, 1.328, 1.430], [-2.607, 2.318, 1.770], [-2.458, 0.100, 1.119], [-5.285, -0.885, 0.290], [-4.753, 0.208, -0.978], [-5.141, 0.782, 1.979], [-5.074, 1.990, 0.697]],
  "lowdin_charge": [1.717, -0.418, 0.703, -0.139, -0.367, -0.215, -0.006, 0.011, 0.013, -0.003, -0.219, 0.692, -0.133, -0.402, -0.363, 0.133, 0.138, 0.138, 0.135, -0.332, 1.543, -0.322, -0.310, -0.014, -0.038, -0.038, -0.016, -0.309, 0.076, 0.079, 0.078, 0.075, 0.127, 0.121, 0.121, 0.127, -0.069, -0.516, -0.026, -0.032, -0.427, 0.159, -0.062, 0.151, 0.149, 0.147, 0.142]
}



[4]
{
  "formula": "C18H16O2",
  "method": "the ωB97M-V functional and the def2-TZVPD basis",
  "total_charge": 0,
  "homo_lumo_gap_ha": 0.347,
  "spin_multiplicity": 1,
  "e_lumo_ha": 0.03106,
  "smiles": "Cc1ccc([C@]2(c3ccccc3)O[C@@H]3OC=C[C@@H]32)cc1",
  "de_lowest_kcal_mol": 34.2,
  "symbols": ["C", "C", "C", "C", "C", "C", "C", "C", "C", "C", "C", "C", "O", "C", "O", "C", "C", "C", "C", "C", "H", "H", "H", "H", "H", "H", "H", "H", "H", "H", "H", "H", "H", "H", "H", "H"],
  "positions_angstrom": [[-0.690, 4.234, -2.386], [-0.424, 2.969, -1.590], [0.801, 2.767, -0.946], [1.089, 1.525, -0.297], [0.178, 0.473, -0.292], [0.541, -0.903, 0.333], [-0.222, -1.257, 1.619], [0.226, -0.673, 2.808], [-0.468, -0.856, 4.008], [-1.666, -1.556, 3.995], [-2.153, -2.081, 2.845], [-1.450, -1.968, 1.639], [1.965, -1.095, 0.569], [2.150, -2.126, -0.391], [2.951, -1.730, -1.508], [2.119, -1.428, -2.555], [0.841, -1.627, -2.207], [0.682, -2.031, -0.752], [-1.061, 0.681, -0.923], [-1.336, 1.900, -1.598], [0.119, 4.452, -3.115], [-1.588, 4.148, -2.990], [-0.773, 5.088, -1.708], [1.490, 3.572, -0.951], [2.033, 1.402, 0.196], [1.145, -0.110, 2.902], [-0.126, -0.392, 4.935], [-2.320, -1.679, 4.884], [-3.119, -2.609, 2.845], [-1.834, -2.393, 0.701], [2.457, -3.112, -0.005], [2.420, -1.018, -3.523], [0.018, -1.487, -2.925], [0.084, -2.947, -0.633], [-1.794, -0.168, -0.911], [-2.284, 2.036, -2.073]],
  "lowdin_charge": [-0.058, -0.278, -0.020, 0.005, -0.146, -0.272, -0.119, -0.018, -0.070, -0.119, -0.109, -0.020, 0.010, -0.254, -0.005, -0.091, -0.045, -0.128, -0.017, -0.032, 0.086, 0.066, 0.079, 0.095, 0.108, 0.118, 0.106, 0.116, 0.111, 0.110, 0.175, 0.132, 0.112, 0.147, 0.128, 0.094]
}